(1)
C41H32BCl4GeN6O7Ti as an isolated structure in a non-equilibrium geometry, computed with ωB97M-V/def2-TZVPD.

Calculated values
Orbital gap ... 6.018 eV
Spin multiplicity ... 1
ΔE to the lowest compared entry with this formula, charge and spin ... 73.2 kJ/mol
Net charge ... +1
HOMO level ... -0.37845 Ha
Molar mass ... 993.84 u
Strongest force on any atom ... 2.14 eV/A

Each line ends with the Löwdin charge.
Cartesian coordinates (Å):
H -1.52363 -0.91552 4.68772  0.119
H -4.05391 0.98924 -3.87215  0.116
C 0.59857 4.59428 -0.22799  -0.026
H -1.76765 4.99655 -4.17786  0.099
H -3.32700 5.57120 -3.47714  0.085
C 2.33960 -6.45076 -0.83710  -0.173
H -2.74219 3.56331 -6.39977  0.097
H 4.31625 4.06009 0.75946  0.123
H -3.51283 -0.45449 -2.00919  0.125
O 3.36804 -10.25652 -2.08239  -0.067
C 0.87547 -3.76887 0.97362  -0.120
C -2.75552 2.85841 -5.53312  -0.049
C 1.57235 4.48463 -1.19336  -0.052
C 1.00040 4.47778 1.10583  -0.220
H 2.34638 -5.99992 -2.93548  0.119
C -1.04060 -1.56425 3.97989  -0.076
O -1.44581 1.34052 4.12861  -0.166
H 2.73326 -1.61119 -1.78826  0.140
N -0.35436 3.30499 2.82679  0.029
C 1.60183 -1.67513 -0.01753  -0.048
Ge 2.16831 0.89917 4.08453  -0.306
H 2.55518 4.25354 2.54570  0.049
H -0.25290 -4.81247 3.29845  0.124
C 2.83677 -8.77669 -0.27519  -0.005
Ti -0.19589 1.19658 2.77542  0.930
C -4.91339 3.69948 -4.58847  -0.051
H 3.97228 -12.15314 -1.84583  0.098
H -3.29328 1.95419 -5.82601  0.079
O -2.21851 6.77151 5.12782  0.175
H -0.45321 4.77767 -0.42473  0.109
C -0.34792 -3.73352 3.20772  0.068
C 1.55493 0.97993 0.08949  -0.075
H -1.31461 -3.36877 5.11996  0.129
C -2.16549 2.43888 -0.90927  -0.172
H -3.11837 5.52740 -5.23095  0.092
H 4.51786 -11.04966 -0.52521  0.108
C -3.54674 1.42934 -3.01968  -0.012
C -1.28815 3.65663 3.71922  -0.095
C -2.62579 5.79452 4.33791  -0.501
C -2.48996 1.10565 -0.92307  -0.188
C 2.83210 -8.04209 -2.54237  0.015
H 2.99049 -9.46609 0.53314  0.107
C 1.55923 -3.12140 -0.03258  -0.173
H 2.73280 0.99578 -1.69941  0.130
C 2.24938 -0.98547 -1.02923  0.041
H -1.69456 2.60559 -5.32298  0.097
C 1.86738 -5.16319 -0.39451  -0.256
H -2.03876 4.30351 -1.90475  0.116
O -3.02144 2.63342 5.05184  0.207
H -5.13213 4.34032 -5.44765  0.086
Cl -0.52135 6.95907 2.00823  0.915
C -3.19375 0.57563 -1.96530  0.035
N -0.03599 4.43025 2.12407  -0.028
N 0.91923 0.31988 1.04909  -0.011
H 2.95859 -8.30401 -3.57759  0.125
B -1.38406 1.53152 0.95453  -0.471
C -0.72021 5.45542 2.65389  -0.614
N 2.18190 -3.98235 -0.85294  0.211
O -3.76464 5.53896 4.11856  0.187
C -2.41415 3.27334 -1.98914  0.071
H 1.28002 4.52318 -2.23233  0.116
N 1.05840 -5.09064 0.72142  0.188
H 2.82347 -11.57603 -0.56862  0.094
C 2.31622 4.30491 1.50144  -0.042
H -5.43452 2.75912 -4.75352  0.077
C 3.67608 -11.32173 -1.20639  -0.067
H 1.60259 2.08906 0.19198  0.113
C 2.49228 -7.47399 0.11143  -0.015
H -5.40635 4.18452 -3.71738  0.100
C -3.38714 3.59253 -4.34194  -0.572
H 0.67327 -5.87663 1.21300  0.155
N -0.47321 -0.97130 2.92382  0.034
C 2.23172 0.36946 -0.94534  -0.007
Cl 3.39694 -0.82204 3.46890  0.086
C 2.90725 4.29953 -0.84229  -0.057
O -1.98806 0.51096 0.23029  0.156
H 2.35427 -7.21529 1.19297  0.125
H -1.27066 6.78575 5.16862  0.113
C 3.03378 -9.04774 -1.60929  -0.293
C 0.92353 -0.99032 0.99996  -0.194
Cl 1.75258 0.52580 6.12907  0.124
Cl 3.61712 2.47292 3.99358  0.142
C 0.23565 -3.09831 2.07395  -0.054
C -1.54473 5.00785 3.68255  -0.042
C 2.51364 -6.75125 -2.18442  -0.003
C 3.26787 4.22458 0.50109  -0.056
C -0.94656 -2.92832 4.18643  -0.001
H 3.64567 4.19193 -1.60047  0.106
C -2.88440 5.01184 -4.29236  -0.077
C -3.16730 2.77262 -3.06145  -0.156
O -1.45897 2.71870 0.24841  0.119
C 0.19897 -1.73001 2.00718  -0.149
C -2.01923 2.51564 4.42641  -0.460

=====

(2)
C41H32FMnN4O8P as an isolated structure in a non-equilibrium geometry, computed with ωB97M-V/def2-TZVPD.

Calculated values
Orbital gap (spin up / spin down) ... 6.296 / 5.817 eV
Spin multiplicity ... 2
ΔE to the lowest compared entry with this formula, charge and spin ... 87.3 kJ/mol
Net charge ... -2
HOMO level (spin up / spin down) ... -0.07334 / -0.05571 Ha
Molar mass ... 813.64 u
Strongest force on any atom ... 1.14 eV/A

Each line ends with the Löwdin spin population.
Cartesian coordinates (Å):
H -3.85679 -1.00037 -0.24343  -0.001
C 1.23391 -3.51205 -0.10974  0.005
C 0.33763 0.99052 -3.82121  0.000
H -2.26689 -3.34860 -0.02356  0.000
O 1.13924 -1.19221 -3.32956  -0.001
C 0.38538 2.51174 -0.50161  0.000
C -0.67472 -3.02412 -1.43536  -0.001
H -2.80708 -2.58987 -1.53914  0.000
H -0.67851 -4.09612 -1.67244  0.000
C -0.25067 5.18162 -0.10983  0.000
H 0.63905 1.46661 -0.64380  0.000
H -6.73643 4.27470 -3.44215  0.000
H 1.37570 0.62109 2.60837  0.000
H -1.97974 4.80304 -1.30430  0.000
H -1.08428 3.18708 2.09140  0.000
Mn 0.08659 -0.75844 0.19782  0.979
C -3.70580 2.82669 -3.92698  0.000
H -1.34121 3.90585 -4.18501  0.000
C -1.74672 1.37180 1.16643  0.000
C 3.28956 0.49506 4.44101  0.000
C -1.96383 2.66634 1.73256  0.002
C -5.76229 3.85974 -3.21216  0.000
O -0.04562 -0.04563 -1.78312  0.007
C -0.63414 3.11145 -4.39224  0.000
H 2.13773 2.89747 0.64866  0.000
H -3.30744 4.23458 2.22264  0.000
C -0.61711 1.97586 -3.57713  0.000
H 1.87101 2.34389 -6.53510  0.000
C -4.95587 3.35648 -4.22217  0.000
C -5.31014 3.81051 -1.89913  0.000
C 1.56035 -2.49294 2.14218  0.001
C 1.23202 3.32574 0.23546  0.000
N 4.35157 -0.08383 5.12487  0.000
O 3.43224 1.73240 0.34075  0.000
H 0.21102 4.14148 -6.06772  0.000
N 0.33193 -2.68735 -0.45590  -0.003
C -4.06640 3.27408 -1.60597  0.000
O 6.37362 -1.10092 5.35131  0.000
C -2.00305 -2.61656 -0.79543  -0.001
O -0.55803 0.90708 1.11979  0.009
C 2.57812 0.94913 0.79362  0.000
O 0.62621 -1.63551 2.01861  0.002
C -4.17213 1.31489 0.78074  -0.001
N 3.41502 0.49174 3.07568  0.000
C 1.21420 1.12842 -4.89716  0.000
H -0.48803 -2.45899 -2.34521  0.000
N -1.83750 -1.31302 -0.15295  -0.004
H -0.50672 6.22484 0.03955  0.000
H 1.81496 -2.08051 4.23154  0.000
H -5.29837 3.37307 -5.25066  0.000
C 3.72856 -4.33470 2.53381  0.000
F 6.65301 -1.00960 2.55546  0.000
C 5.55737 -0.53167 3.17965  0.000
C 0.24306 3.24832 -5.45384  0.000
H -5.93331 4.18029 -1.09307  0.000
C 0.50950 -0.21781 -2.90501  0.000
C 4.54664 0.00488 2.47970  0.000
C -3.22597 2.79053 -2.61643  0.000
H 3.38039 -4.90140 0.50279  0.000
P -1.73755 1.83282 -2.10241  0.000
H 4.58543 0.08176 1.40135  0.000
C 2.30088 1.09831 2.30284  0.000
O 2.34773 0.97066 5.04575  0.000
H 2.27968 2.16122 2.54292  0.000
H 4.24313 -0.10696 6.12692  0.000
H 3.72565 -3.60292 4.56220  0.000
H -5.03180 0.77220 0.39594  0.000
C -1.08938 4.37239 -0.86605  0.000
H -3.09565 2.43388 -4.73071  0.000
C 5.52036 -0.62811 4.61683  0.000
C 2.01757 -3.36898 1.09725  0.001
C -4.34405 2.56923 1.32052  0.003
H 1.56933 5.29380 1.02716  0.000
C 1.17129 2.24325 -5.71316  0.000
C 3.07714 -4.25528 1.32274  0.001
H 4.56432 -5.00667 2.67853  0.000
H -5.32448 3.02625 1.37064  0.000
C -0.78426 3.02779 -1.06449  0.000
H -3.74606 3.21102 -0.57111  0.000
H 1.93245 0.33401 -5.04983  0.000
C 2.19903 -2.67569 3.41084  -0.001
C -2.91590 0.69602 0.68631  0.001
H 1.35820 -4.44757 -0.67041  0.000
C -3.20561 3.24060 1.79860  -0.001
C 0.91319 4.66114 0.44054  0.000
C -2.87930 -0.61195 0.07029  -0.003
O 1.98973 0.03874 0.15524  0.003
C 3.25194 -3.53720 3.58717  0.001

=====

(3)
C41H33BrIrN13O3S as an isolated structure in a non-equilibrium geometry, computed with ωB97M-V/def2-TZVPD.

Calculated values
Orbital gap (spin up / spin down) ... 4.860 / 2.415 eV
Spin multiplicity ... 2
ΔE to the lowest compared entry with this formula, charge and spin ... 75.4 kJ/mol
Net charge ... +3
HOMO level (spin up / spin down) ... -0.54235 / -0.54050 Ha
Molar mass ... 1059.99 u
Strongest force on any atom ... 3.34 eV/A

Each line ends with the Löwdin spin population.
Cartesian coordinates (Å):
N -3.92707 -0.88769 0.84402  0.003
H -4.60542 -1.48370 3.98019  0.000
H 0.02719 -0.02480 3.40407  0.000
O -1.87150 1.64823 -0.20358  0.015
C -4.23302 -1.34122 2.97899  -0.001
H 1.89483 5.34910 -0.33587  0.000
C -0.72929 -5.61003 4.37406  0.000
C -0.31399 -4.93614 3.22056  0.003
Ir -0.05686 0.48817 0.21436  0.631
H -5.85982 -0.52576 1.73056  0.000
H 2.63805 -2.28298 5.05274  0.000
H -4.19554 -1.39052 -1.18310  0.000
C 3.85231 3.89481 -1.82601  0.002
C 0.10908 -4.47786 -2.06321  0.001
S -1.30782 -1.67007 0.42101  0.182
C 4.60636 2.97570 -2.54131  0.003
H -3.86105 3.18754 -0.43939  0.000
C -4.84580 -0.86477 1.87239  -0.001
H -5.07815 2.99492 4.36232  0.000
H 4.32949 1.93021 -2.58291  0.000
N 0.54455 -1.79915 -3.24376  0.004
C 1.80605 4.27875 -0.39017  0.006
N 1.77139 -1.26569 3.48457  0.008
C -1.25155 -6.15412 -3.82061  0.000
C -3.66654 2.38648 2.85975  -0.001
C -0.36331 -5.11605 5.61329  0.002
N 0.30684 -0.28508 -1.72860  0.000
C -0.81314 -5.75960 -0.16808  0.002
C 4.22490 5.22855 -1.81147  0.004
C 5.35136 5.64389 -2.49949  -0.001
H -0.46905 -4.88944 -5.36419  0.000
C 0.79824 -3.26893 4.56305  0.001
N -1.61990 -6.63815 0.39763  0.002
H -5.18874 -0.04750 -0.59144  0.000
C 0.86980 3.47336 0.15676  0.003
N -2.94463 -1.64167 2.60644  0.004
C -0.66723 -0.17721 -2.68728  0.002
N 8.24353 5.48189 -4.47419  0.004
C 1.63344 -2.01187 4.73558  0.001
H 0.76446 -3.27769 2.40285  0.001
H -0.66133 -5.63871 6.51275  0.000
N 1.16179 2.17196 -0.19645  0.012
H 0.64467 -3.85618 -1.35341  0.000
N -1.53625 -6.45825 1.73007  0.004
C 1.05110 -1.31894 -2.12086  0.002
C 0.90872 -3.02196 -3.97342  0.000
C -2.15835 1.71362 1.03005  0.000
N -0.54364 -1.08152 -3.61340  0.000
H 6.32531 2.66545 -3.77864  0.000
C 0.44812 -3.76290 3.31994  0.005
C 2.47834 -0.87847 1.54720  0.005
C 2.25656 2.20680 -0.94778  0.006
H 3.09301 -0.86942 0.66088  0.000
C -0.68140 -5.47661 1.93960  0.001
O -1.39684 1.08066 1.84087  0.004
H -2.23880 -2.07430 3.18785  0.001
H 5.64308 6.68525 -2.48574  0.000
C -4.80321 3.02326 3.31663  0.000
C -0.65721 -5.54284 -1.57648  0.002
H 0.66953 -3.57839 6.68760  0.000
C 0.16248 -4.22733 -3.42074  0.001
H 2.73439 1.34165 -1.37218  0.000
C -1.34206 -6.38619 -2.46412  0.002
C -0.51606 -5.07400 -4.29625  0.003
N 1.31476 -0.16577 1.69082  0.012
Br -7.12151 4.61877 3.03716  0.000
H 1.18849 -1.36156 5.48516  0.000
N 2.68502 3.46610 -1.09172  0.015
H -1.76711 -6.80177 -4.51766  0.000
C 6.11475 4.72184 -3.20572  0.005
H -5.87840 4.38377 0.39204  0.000
N 2.77680 -1.55387 2.61781  0.002
C 7.29692 5.14608 -3.91226  0.001
H 0.63119 -2.86661 -5.01040  0.000
H -1.43879 0.57835 -2.67818  0.000
H 3.65289 5.96638 -1.26530  0.000
C -5.58789 3.73501 2.41399  0.000
H 1.98672 -3.15865 -3.90575  0.000
H -3.01114 1.86357 3.54581  0.000
C -5.25982 3.80678 1.06504  0.000
C -2.76094 -1.35900 1.30787  0.027
H -1.31714 -6.51375 4.28000  0.000
H 0.02596 3.73297 0.77482  0.000
C -4.20790 -0.50911 -0.54588  0.003
C 0.90215 -0.44229 2.92674  0.004
O -0.20615 -4.99583 0.76951  0.001
C 5.73454 3.38356 -3.22648  0.000
H 1.93620 -1.69417 -1.63106  0.000
C -4.13838 3.14267 0.60744  0.000
C -3.33955 2.42742 1.50103  0.000
H -1.93567 -7.20049 -2.06972  0.000
H -3.46346 0.19588 -0.89565  0.001
C 0.39061 -3.95524 5.70856  0.001